(1)
The following is a DFT calculation (ωB97M-V/def2-TZVPD) of a molecular structure, C2H7LiO3.

Structure (XYZ):
```
13
Properties=species:S:1:pos:R:3:forces:R:3
O 0.671078 -0.880550 0.336636 0.9 -0.5 0.0
C -0.714441 -0.833660 0.028948 -1.1 -0.5 -0.2
C -1.128636 0.623021 0.033628 -0.1 0.2 0.0
O -2.495041 0.679235 -0.294699 0.4 -0.1 0.1
H 1.048605 -1.762506 0.148913 -0.4 0.6 0.1
H -1.289482 -1.391291 0.783442 0.1 0.2 -0.2
H -0.903894 -1.276380 -0.960843 0.0 0.2 0.3
H -0.522572 1.176601 -0.708200 0.0 -0.1 0.0
H -0.939400 1.054242 1.033090 0.0 -0.1 -0.1
H -2.789265 1.594098 -0.294316 -0.1 0.1 0.0
Li 1.632745 0.683356 0.487902 0.0 -0.1 0.0
O 3.248459 0.039818 -0.360504 0.2 0.1 0.0
H 4.181840 0.294016 -0.234000 0.2 0.0 -0.1
```
Forces are in eV/Å.

## Properties
LUMO energy (alpha / beta)   -4.1 / -8.0 eV
Energy above the lowest of the compared OMol25 structures with the same formula, charge and spin   0.0 kJ/mol
Spin multiplicity   2
Expectation value of S²   0.753
Charge   +1
Largest force on an atom   1.24 eV/Å
HOMO energy (alpha / beta)   -14.46 / -14.46 eV
Energy   -8526.980 eV
Kohn-Sham gap (alpha / beta)   10.364 / 6.443 eV

Atom charges from the Löwdin analysis, given in e for atoms 1 to 4: O -0.170; C -0.205; C -0.279; O -0.016

(2)
The following is a DFT calculation (ωB97M-V/def2-TZVPD) of a gas-phase ion, C4H8N (charge +1).

Structure (XYZ):
```
13
Properties=species:S:1:pos:R:3:forces:R:3
C -1.447210 -0.121447 -1.241659 -0.1 -0.9 2.0
C -1.032911 -0.245676 0.214015 -2.3 -0.4 0.5
N 0.110798 -0.063182 0.651589 3.0 1.7 -2.2
C 1.158906 0.188633 1.526815 1.0 -1.7 1.5
C 1.619572 0.635084 0.189264 -2.3 -2.0 -0.6
H -1.381784 0.969570 -1.366780 -0.2 -0.4 -0.8
H -0.686307 -0.725717 -1.776432 -0.7 0.7 -0.3
H -2.492697 -0.540308 -1.269388 1.2 0.7 -0.6
H -1.796412 -0.462416 1.005973 0.5 0.0 -0.7
H 1.542627 -0.807563 1.863532 0.1 1.3 0.3
H 0.973669 0.969753 2.246546 0.1 -0.1 0.5
H 1.326731 1.657785 0.003418 0.6 0.1 -0.6
H 2.209536 -0.029898 -0.516430 -0.8 1.2 1.1
```
Forces are in eV/Å.

## Properties
LUMO energy   -4.2 eV
Energy above the lowest of the compared OMol25 structures with the same formula, charge and spin   163.4 kJ/mol
Spin multiplicity   1
Charge   +1
Largest force on an atom   4.09 eV/Å
HOMO energy   -15.92 eV
Energy   -5758.171 eV
Kohn-Sham gap   11.699 eV

Atom charges from the Löwdin analysis, given in e for atoms 1 to 4: C 0.000; C -0.084; N 0.014; C -0.130

(3)
The following is a DFT calculation (ωB97M-V/def2-TZVPD) of 6 unconnected molecules or ions with the total composition C47H43FO18P2.

Structure (XYZ):
```
111
Properties=species:S:1:pos:R:3:forces:R:3
C 4.495199 -3.636032 -0.368068 0.4 0.1 -0.8
C 4.835638 -2.124040 0.228012 -1.5 -0.2 6.1
O 4.700433 -1.973290 1.554886 1.2 -0.2 -8.8
O 5.217043 -0.968135 -0.640685 -3.3 -1.5 0.8
C 4.031937 -0.460930 -1.374336 -1.8 -2.1 -6.6
O 3.789323 -0.898976 -2.631142 2.1 2.8 8.7
C 2.997914 0.675079 -0.738111 0.5 -0.3 -1.0
C 1.560671 0.507140 -1.506052 -3.1 -2.0 -0.1
C 0.595526 -0.637525 -1.313993 3.1 2.8 -0.4
C 0.956688 -1.820203 -0.208855 -1.0 0.0 0.1
C -0.013992 -1.521191 1.096418 -0.6 0.7 -0.1
C 0.674723 -0.579825 2.247941 -0.5 0.4 0.8
F 0.681772 -1.323445 3.559686 0.1 1.3 -2.6
C -0.797755 -0.640288 -2.239242 -1.0 -3.7 -1.9
O -1.229329 -1.753078 -2.837605 2.5 7.0 3.9
C -1.533447 0.853001 -2.377645 2.6 3.3 -0.4
C -3.151926 1.102383 -2.374331 -0.3 -0.7 -0.6
C -3.929134 0.666677 -1.000630 -0.4 -0.1 1.0
C -3.276369 1.287159 0.384803 -1.0 0.0 0.5
C -4.167639 -0.956121 -0.827612 -0.9 -0.2 -0.8
C -0.560937 2.005676 -2.552334 -0.2 -3.6 0.6
P -1.059168 3.840738 -2.726231 -0.6 -0.9 -1.2
P -0.382507 4.796124 -0.885963 0.0 0.7 5.7
O -1.475777 4.616919 0.245907 3.5 0.6 -4.1
O 0.054474 6.500900 -1.080992 0.5 -3.1 1.5
O 1.096234 3.997574 -0.364850 -2.2 1.2 -0.1
C 1.078724 1.677183 -2.600279 2.8 1.1 -2.5
O 1.932924 2.256612 -3.450300 -5.3 -3.3 5.4
H 4.751009 -4.459105 0.438370 -0.4 2.1 -1.5
H 5.096400 -3.843027 -1.363452 -1.2 0.6 2.1
H 3.353665 -3.783201 -0.634965 2.3 0.8 0.6
H 2.951075 0.623724 0.429852 0.0 -0.1 -2.3
H 3.459347 1.720163 -1.034140 -1.0 -2.1 0.5
H 0.732108 -2.914954 -0.610358 0.4 2.5 0.6
H 2.068413 -1.799264 0.156055 -2.0 0.2 -1.0
H -0.426753 -2.481856 1.620854 1.0 1.7 -1.1
H -0.961813 -0.944603 0.656449 2.0 -1.3 1.2
H 0.072383 0.423270 2.476597 1.2 -2.3 -0.6
H 1.782431 -0.265014 2.039208 -2.0 -1.0 0.3
H -3.455053 2.226613 -2.603032 1.2 -2.3 0.5
H -3.591367 0.466373 -3.281543 1.0 1.2 2.0
H -5.022324 1.141757 -1.071934 2.5 -0.9 0.0
H -2.536349 0.537230 0.931603 -1.3 1.6 -1.4
H -4.194559 1.407781 1.138201 2.0 -0.3 -1.6
H -2.817828 2.361181 0.260611 -0.7 -2.2 0.2
H -3.331333 -1.625109 -1.298165 -1.4 1.4 0.8
H -4.313992 -1.310845 0.279075 0.3 1.0 -2.0
H -5.161710 -1.199914 -1.440642 2.4 0.4 1.7
H -0.221428 4.359828 -3.785657 0.0 -0.6 1.0
H 0.600576 6.755835 -0.255907 -1.2 -0.7 -1.8
H 1.009430 3.685310 0.584724 -0.5 0.5 -1.3
O 0.249246 3.053267 2.404990 0.5 0.1 0.2
C 0.981091 3.409085 3.318396 -0.3 -0.2 -0.2
C 1.971672 2.488597 3.910562 0.3 -0.1 0.3
C 2.769311 2.877600 4.909950 -0.1 -0.4 -0.3
C 2.695490 4.244307 5.463543 0.6 0.3 0.8
O 3.427334 4.600125 6.376948 -0.5 -0.3 -0.7
C 1.704908 5.164794 4.871376 -0.3 0.1 -0.3
C 0.907269 4.775792 3.871989 0.1 0.3 0.2
H 2.014140 1.489747 3.493054 0.0 0.0 0.1
H 3.500705 2.214809 5.356068 0.0 0.0 0.0
H 1.662440 6.163644 5.288884 0.0 0.0 0.0
H 0.175875 5.438583 3.425870 0.0 -0.1 0.0
O 3.279021 -2.898959 5.993568 0.5 -0.5 -0.3
C 4.135083 -3.649103 5.545291 -0.6 0.5 0.3
C 4.628221 -3.509863 4.160863 0.2 -0.1 -0.3
C 5.561971 -4.331302 3.671297 -0.3 0.3 0.0
C 6.141497 -5.411791 4.493791 0.6 -0.5 -0.4
O 6.997559 -6.161935 4.045513 -0.5 0.4 0.3
C 5.648359 -5.551031 5.878218 -0.3 0.1 0.4
C 4.714609 -4.729592 6.367784 0.3 -0.4 0.1
H 4.193840 -2.712024 3.570453 0.0 -0.1 0.1
H 5.934130 -4.243367 2.657880 0.0 0.0 0.0
H 6.082740 -6.348870 6.468628 0.0 0.0 0.0
H 4.342450 -4.817527 7.381201 0.0 0.0 0.0
O -1.038661 6.636264 -4.215515 0.3 0.4 -0.5
C -0.404927 7.235665 -5.073193 -0.4 -0.4 0.6
C -0.893923 8.508422 -5.639041 0.0 0.4 -0.3
C -0.201895 9.161454 -6.577642 -0.4 0.0 0.3
C 1.081507 8.639441 -7.087726 0.5 0.5 -0.7
O 1.715241 9.238842 -7.945403 -0.4 -0.4 0.6
C 1.570503 7.366684 -6.521878 0.0 -0.4 0.3
C 0.878475 6.713652 -5.583277 0.3 0.1 -0.3
H -1.836530 8.878640 -5.254013 0.0 0.0 0.0
H -0.546700 10.095694 -7.003735 0.0 0.0 0.0
H 2.513111 6.996466 -6.906906 0.0 0.0 0.0
H 1.223280 5.779412 -5.157184 0.0 0.0 0.0
O -9.533458 -3.397457 -6.290946 0.7 0.3 0.5
C -8.580297 -3.012471 -5.627785 -0.8 -0.3 -0.5
C -7.439413 -2.317590 -6.256065 0.4 0.2 0.0
C -6.397479 -1.899281 -5.531002 -0.2 0.0 -0.4
C -6.343123 -2.112423 -4.071064 0.6 0.3 0.4
O -5.389962 -1.727437 -3.407903 -0.7 -0.3 -0.8
C -7.484006 -2.807304 -3.442785 -0.4 -0.2 0.0
C -8.525941 -3.225613 -4.167847 0.2 0.0 0.4
H -7.494527 -2.168155 -7.327723 0.0 0.0 0.0
H -5.552290 -1.388701 -5.976214 0.0 0.0 0.0
H -7.428893 -2.956739 -2.371127 0.0 0.0 0.0
H -9.371130 -3.736193 -3.722636 0.0 0.0 0.0
O -1.703440 -4.882420 2.093877 0.4 -0.3 0.5
C -1.118374 -5.420780 3.023596 -0.4 0.4 -0.5
C -0.550425 -6.776823 2.890207 0.2 -0.4 0.2
C 0.086719 -7.365045 3.907246 -0.2 0.0 -0.5
C 0.251458 -6.683973 5.206786 0.4 -0.3 0.7
O 0.836525 -7.222333 6.136505 -0.4 0.3 -0.6
C -0.316490 -5.327930 5.340175 -0.2 0.4 -0.2
C -0.953635 -4.739708 4.323136 0.1 0.0 0.4
H -0.678866 -7.262942 1.930515 0.0 0.0 0.0
H 0.508506 -8.359432 3.826371 0.0 0.0 0.0
H -0.188049 -4.841811 6.299867 0.0 0.0 0.0
H -1.375422 -3.745321 4.404011 0.0 0.0 0.0
```
Forces are in eV/Å.

## Properties
LUMO energy   -2.0 eV
Spin multiplicity   1
Largest force on an atom   9.35 eV/Å
HOMO energy   -9.51 eV
Energy   -107568.807 eV
Kohn-Sham gap   7.510 eV

Atom charges from the Löwdin analysis, given in e for atoms 1 to 4: C -0.002; C -0.235; O -0.022; O -0.013

(4)
The following is a DFT calculation (ωB97M-V/def2-TZVPD) of 2 unconnected molecules or ions with the total composition C2H3ClF2S.

Structure (XYZ):
```
9
Properties=species:S:1:pos:R:3:forces:R:3
C -1.058652 0.341321 0.021063 -2.1 -1.7 -1.6
C -0.116675 -0.787900 0.171819 3.9 0.7 -0.3
F 0.351226 -0.993619 1.394010 -0.6 0.3 -0.7
F -0.014664 -1.907320 -0.499322 -1.5 0.4 0.0
S 1.950073 0.233797 -1.123292 -2.3 -1.5 -0.2
Cl 2.832770 1.103714 0.376128 0.9 0.9 1.5
H -0.791736 0.936253 -0.788676 1.3 1.1 -1.4
H -1.080775 0.979279 0.854650 -0.1 0.3 1.3
H -2.071567 0.094473 -0.406383 0.5 -0.5 1.3
```
Forces are in eV/Å.

## Properties
LUMO energy (alpha / beta)   -0.8 / -1.0 eV
Energy above the lowest of the compared OMol25 structures with the same formula, charge and spin   240.8 kJ/mol
Spin multiplicity   1
Largest force on an atom   3.93 eV/Å
HOMO energy (alpha / beta)   -8.20 / -8.17 eV
Energy   -30912.736 eV
Kohn-Sham gap (alpha / beta)   7.385 / 7.211 eV

Atom charges from the Löwdin analysis, given in e for atoms 1 to 4: C -0.018; C -0.458; F 0.117; F 0.120

(5)
The following is a DFT calculation (ωB97M-V/def2-TZVPD) of a molecular structure, F8IN4O16S8V.

Structure (XYZ):
```
38
Properties=species:S:1:pos:R:3:forces:R:3
V 0.342042 -0.104307 -0.493694 -2.0 0.4 -1.0
I -0.840211 0.191212 -2.942510 0.6 -0.1 1.0
N 2.323736 0.184922 -0.790805 3.4 0.8 -1.0
S 3.462158 0.327650 -2.045984 -2.3 -0.9 -2.2
O 3.934266 -0.936876 -2.445051 0.5 -0.5 0.1
O 4.348417 1.427836 -1.969663 0.0 0.4 0.8
F 2.418089 0.707679 -3.141810 0.0 0.3 0.0
S 3.368127 0.351241 0.442868 -1.6 -1.4 3.7
O 3.561861 1.664318 0.925019 0.2 0.4 -0.4
O 4.407361 -0.615647 0.454062 0.5 0.4 -0.7
F 2.342392 -0.296115 1.519674 -0.1 0.5 -0.4
N -0.050102 1.593053 0.615874 0.8 2.6 0.1
S 0.221639 3.164296 -0.005716 0.4 -1.0 -2.6
O 0.820509 4.096356 0.865526 0.3 0.0 0.8
O -0.804446 3.592579 -0.871890 -0.5 -0.1 0.0
F 1.361334 2.684176 -0.986068 0.1 0.2 0.0
S -0.570262 2.008523 2.090076 -1.3 -2.0 2.1
O -1.800043 2.709583 2.011157 0.1 0.6 -0.1
O 0.443581 2.398918 3.000480 0.2 0.2 -0.1
F -0.976370 0.579688 2.594016 0.2 0.1 -0.3
N -4.230996 -0.390629 -0.882180 1.1 1.7 0.6
S -4.373898 1.219101 -0.647763 -1.5 0.2 -1.4
O -3.184903 1.972565 -0.789701 0.6 0.0 0.1
O -5.303096 1.577202 0.368001 -0.2 -0.1 0.2
F -5.167720 1.499339 -1.999489 0.0 -0.1 0.0
S -3.214552 -0.828669 0.235788 -0.2 -2.9 0.1
O -3.772994 -0.807796 1.544052 0.4 0.2 0.3
O -1.813841 -0.509125 0.124626 0.5 0.9 -0.3
F -3.156047 -2.367606 -0.164734 -0.2 0.2 0.0
N 0.415279 -2.055941 0.037712 -0.3 -3.0 3.5
S 0.139102 -2.923153 1.540672 -2.3 3.0 1.4
O 1.260539 -2.962411 2.391634 1.0 -0.3 -0.2
O -0.749670 -4.019087 1.466099 0.3 -0.5 -0.8
F -0.736748 -1.784092 2.139951 0.1 -0.1 0.1
S 1.199368 -3.238793 -0.660731 2.0 1.0 -6.8
O 0.399617 -4.271621 -1.211890 -0.4 -0.8 1.3
O 2.546376 -3.460178 -0.287863 0.0 -0.5 1.4
F 1.430106 -2.378194 -2.029748 -0.1 0.2 0.5
```
Forces are in eV/Å.

## Properties
LUMO energy (alpha / beta)   2.6 / 3.7 eV
Energy above the lowest of the compared OMol25 structures with the same formula, charge and spin   0.0 kJ/mol
Spin multiplicity   3
Expectation value of S²   2.038
Charge   -2
Largest force on an atom   7.14 eV/Å
HOMO energy (alpha / beta)   -4.25 / -4.36 eV
Energy   -180932.119 eV
Kohn-Sham gap (alpha / beta)   6.890 / 8.029 eV

Atom charges from the Löwdin analysis, given in e for atoms 1 to 4: V 0.613; I 0.393; N -0.385; S 0.497

> What is the largest force on an atom in the third record?

9.35 eV/Å

Please write out number 5 again, unchanged.
The following is a DFT calculation (ωB97M-V/def2-TZVPD) of a molecular structure, F8IN4O16S8V.

Structure (XYZ):
```
38
Properties=species:S:1:pos:R:3:forces:R:3
V 0.342042 -0.104307 -0.493694 -2.0 0.4 -1.0
I -0.840211 0.191212 -2.942510 0.6 -0.1 1.0
N 2.323736 0.184922 -0.790805 3.4 0.8 -1.0
S 3.462158 0.327650 -2.045984 -2.3 -0.9 -2.2
O 3.934266 -0.936876 -2.445051 0.5 -0.5 0.1
O 4.348417 1.427836 -1.969663 0.0 0.4 0.8
F 2.418089 0.707679 -3.141810 0.0 0.3 0.0
S 3.368127 0.351241 0.442868 -1.6 -1.4 3.7
O 3.561861 1.664318 0.925019 0.2 0.4 -0.4
O 4.407361 -0.615647 0.454062 0.5 0.4 -0.7
F 2.342392 -0.296115 1.519674 -0.1 0.5 -0.4
N -0.050102 1.593053 0.615874 0.8 2.6 0.1
S 0.221639 3.164296 -0.005716 0.4 -1.0 -2.6
O 0.820509 4.096356 0.865526 0.3 0.0 0.8
O -0.804446 3.592579 -0.871890 -0.5 -0.1 0.0
F 1.361334 2.684176 -0.986068 0.1 0.2 0.0
S -0.570262 2.008523 2.090076 -1.3 -2.0 2.1
O -1.800043 2.709583 2.011157 0.1 0.6 -0.1
O 0.443581 2.398918 3.000480 0.2 0.2 -0.1
F -0.976370 0.579688 2.594016 0.2 0.1 -0.3
N -4.230996 -0.390629 -0.882180 1.1 1.7 0.6
S -4.373898 1.219101 -0.647763 -1.5 0.2 -1.4
O -3.184903 1.972565 -0.789701 0.6 0.0 0.1
O -5.303096 1.577202 0.368001 -0.2 -0.1 0.2
F -5.167720 1.499339 -1.999489 0.0 -0.1 0.0
S -3.214552 -0.828669 0.235788 -0.2 -2.9 0.1
O -3.772994 -0.807796 1.544052 0.4 0.2 0.3
O -1.813841 -0.509125 0.124626 0.5 0.9 -0.3
F -3.156047 -2.367606 -0.164734 -0.2 0.2 0.0
N 0.415279 -2.055941 0.037712 -0.3 -3.0 3.5
S 0.139102 -2.923153 1.540672 -2.3 3.0 1.4
O 1.260539 -2.962411 2.391634 1.0 -0.3 -0.2
O -0.749670 -4.019087 1.466099 0.3 -0.5 -0.8
F -0.736748 -1.784092 2.139951 0.1 -0.1 0.1
S 1.199368 -3.238793 -0.660731 2.0 1.0 -6.8
O 0.399617 -4.271621 -1.211890 -0.4 -0.8 1.3
O 2.546376 -3.460178 -0.287863 0.0 -0.5 1.4
F 1.430106 -2.378194 -2.029748 -0.1 0.2 0.5
```
Forces are in eV/Å.

## Properties
LUMO energy (alpha / beta)   2.6 / 3.7 eV
Energy above the lowest of the compared OMol25 structures with the same formula, charge and spin   0.0 kJ/mol
Spin multiplicity   3
Expectation value of S²   2.038
Charge   -2
Largest force on an atom   7.14 eV/Å
HOMO energy (alpha / beta)   -4.25 / -4.36 eV
Energy   -180932.119 eV
Kohn-Sham gap (alpha / beta)   6.890 / 8.029 eV

Atom charges from the Löwdin analysis, given in e for atoms 1 to 4: V 0.613; I 0.393; N -0.385; S 0.497

> Which of these has the highest energy?

C4H8N